1.
{
  "formula": "C21H42O21",
  "method": "ωB97M-V with the def2-TZVPD basis set",
  "lumo_ev": 0.50,
  "energy_ev": -65444.709,
  "gap_ev": 10.5,
  "relative_energy_kcal_mol": 256.66,
  "species": ["C", "O", "C", "O", "O", "C", "H", "H", "H", "H", "H", "H", "C", "O", "C", "O", "O", "C", "H", "H", "H", "H", "H", "H", "C", "O", "C", "O", "O", "C", "H", "H", "H", "H", "H", "H", "C", "O", "C", "O", "O", "C", "H", "H", "H", "H", "H", "H", "C", "O", "C", "O", "O", "C", "H", "H", "H", "H", "H", "H", "C", "O", "C", "O", "O", "C", "H", "H", "H", "H", "H", "H", "C", "O", "C", "O", "O", "C", "H", "H", "H", "H", "H", "H"],
  "xyz": [[1.603887, -1.747340, 3.375266], [2.158137, -0.730325, 4.193337], [3.165117, 0.128968, 3.657220], [3.772461, -0.104476, 2.656537], [3.388721, 1.108361, 4.495614], [4.238758, 2.162012, 4.105466], [1.440588, -1.324970, 2.333612], [0.515287, -1.930140, 3.685759], [2.209731, -2.732534, 3.345574], [3.752966, 2.991414, 3.270708], [5.165525, 1.854140, 3.537524], [4.355654, 2.745909, 4.954709], [-2.953580, 2.324406, -1.529665], [-4.224049, 1.843525, -1.221548], [-5.185276, 2.027914, -2.116978], [-4.982156, 2.220236, -3.340235], [-6.354438, 1.952267, -1.645237], [-7.558495, 1.880982, -2.409896], [-2.767034, 3.199861, -2.116365], [-2.388523, 1.521944, -1.873769], [-2.442930, 2.761609, -0.734201], [-8.523668, 2.074967, -1.760133], [-7.558235, 0.797558, -2.943211], [-7.455595, 2.718539, -3.132459], [3.650391, -5.669857, -2.528350], [4.262627, -4.443193, -1.949882], [3.513009, -3.474999, -1.581084], [2.274462, -3.452906, -1.801359], [4.130444, -2.574807, -0.861934], [3.453144, -1.364984, -0.404431], [3.218647, -5.438376, -3.438442], [2.897293, -6.238972, -1.804334], [4.297515, -6.423795, -2.680863], [2.660161, -0.877363, -1.076791], [4.056746, -0.626883, -0.263903], [2.806218, -1.603162, 0.393492], [4.087295, 2.314748, -9.133170], [3.762017, 1.899318, -7.775166], [4.621766, 2.152217, -6.680493], [5.562329, 2.836403, -6.765324], [4.301624, 1.448904, -5.519418], [5.057778, 1.645564, -4.332294], [4.474060, 3.191515, -9.150737], [3.043962, 2.505095, -9.607032], [4.390647, 1.467230, -9.858963], [6.086825, 2.222250, -4.558953], [5.477190, 0.715508, -3.936011], [4.359746, 2.242304, -3.683111], [2.464538, 2.347580, -0.594652], [1.634560, 1.266437, -0.190725], [0.444913, 1.439733, 0.328102], [0.147475, 2.580651, 0.602003], [-0.287941, 0.483513, 0.706059], [-1.366947, 0.570369, 1.416217], [2.767995, 2.853210, 0.324566], [1.940332, 2.943215, -1.143327], [3.285005, 2.064265, -1.277598], [-1.210317, 0.418767, 2.440282], [-2.133574, -0.104166, 1.131378], [-1.958715, 1.563412, 1.349777], [-0.574137, -3.436362, 0.719874], [-1.586661, -2.697633, 1.315334], [-2.047251, -3.089291, 2.539052], [-1.425467, -4.014717, 3.172946], [-2.969342, -2.256995, 3.126266], [-3.544774, -2.718796, 4.392603], [-1.091318, -4.178167, 0.277483], [0.283325, -3.728839, 1.380731], [-0.032686, -2.974334, 0.008001], [-4.278469, -2.171955, 4.886440], [-2.773331, -3.126253, 5.162204], [-3.843738, -3.669039, 4.247083], [-5.819053, 0.872116, 1.730208], [-4.556166, 1.150718, 2.336033], [-4.239918, 0.914954, 3.583087], [-5.069962, 0.419334, 4.368641], [-3.164129, 1.296184, 4.106202], [-2.689898, 0.771816, 5.397879], [-5.931870, 1.262643, 0.873475], [-6.626135, 1.306604, 2.472488], [-6.060166, -0.247240, 1.589796], [-1.628724, 0.878767, 5.607232], [-2.761642, -0.310225, 5.516746], [-3.114563, 1.123138, 6.309033]],
  "atomic_forces_ev_per_a": [[-1.079, -0.546, -1.774], [1.466, 1.945, 0.020], [-1.207, -2.806, 0.269], [-0.187, 0.188, -0.548], [-0.807, 0.320, 0.511], [-0.350, 1.684, -4.768], [0.654, -0.714, 0.903], [1.791, 0.055, 0.222], [-0.925, 1.748, 0.146], [0.659, -2.586, 2.196], [-0.891, -0.048, 1.225], [0.764, 0.785, 1.553], [0.931, 0.576, -0.485], [-1.519, 0.780, 0.955], [2.241, 0.660, -5.947], [-0.019, -0.290, 2.737], [-2.731, -0.706, 3.888], [-0.573, -0.938, -1.408], [-1.359, 0.218, -1.728], [1.154, -1.254, -0.880], [0.310, -0.259, 2.731], [2.418, -0.664, -0.935], [-0.336, 2.744, 1.129], [-0.487, -0.885, -0.004], [-3.085, 1.407, 3.778], [2.012, -3.097, -0.754], [-6.113, 0.775, 0.119], [2.554, 0.204, 0.366], [1.147, 1.385, 0.054], [-5.576, -3.682, -3.049], [-1.244, 0.669, -1.576], [1.126, 2.040, -1.290], [3.418, -1.738, -0.356], [1.263, -1.398, -0.151], [4.470, 3.775, 1.425], [-0.026, -0.361, 1.482], [-5.569, -6.063, -1.029], [0.575, -0.804, 2.190], [-1.621, -2.101, -0.696], [2.064, 1.831, -0.242], [-0.887, -0.096, -2.675], [2.267, 2.421, -0.517], [3.654, 5.327, -0.233], [1.313, -0.227, 1.058], [0.616, 1.344, 1.827], [-2.590, -0.696, 0.400], [-1.024, -0.149, 0.006], [1.202, -0.791, -0.085], [2.245, -2.400, 3.128], [0.951, -4.278, -1.242], [1.014, 5.866, 1.301], [-0.990, 1.437, -0.115], [4.364, -4.794, -3.639], [-6.104, 3.396, 2.045], [0.421, 0.071, -0.363], [-3.474, 4.048, -3.056], [-0.217, -0.821, 0.971], [0.586, -0.230, 1.666], [-0.245, -1.202, -0.645], [1.452, -1.106, -0.026], [1.709, -0.946, 3.324], [-2.541, 2.282, 2.346], [3.959, -2.251, 2.860], [-3.178, 3.092, -2.189], [0.466, -0.413, -0.845], [4.378, -1.370, 0.904], [-0.844, -3.380, -1.404], [-1.373, -0.335, 0.124], [0.904, 2.760, -2.677], [-1.012, 1.866, -0.174], [-0.296, 1.918, -1.135], [-2.131, -3.118, -1.213], [-2.167, -3.961, 8.757], [2.506, 0.862, -1.847], [-6.874, -2.753, 3.318], [0.022, -0.360, -1.365], [5.738, 1.691, 0.436], [0.250, -1.463, -0.015], [0.142, 3.459, -6.237], [1.363, -0.999, -1.541], [0.798, 1.519, 0.672], [0.313, 0.956, -1.333], [-0.691, -0.072, -0.858], [-1.307, 1.050, 0.010]]
}

2.
{
  "formula": "C21H43AgN7P2",
  "method": "ωB97M-V with the def2-TZVPD basis set",
  "lumo_ev": -3.33,
  "energy_ev": -55475.201,
  "gap_ev": 5.9,
  "relative_energy_kcal_mol": 30.79,
  "charge": 1,
  "species": ["Ag", "N", "P", "N", "C", "C", "C", "C", "C", "N", "C", "C", "C", "C", "C", "N", "C", "C", "C", "C", "C", "H", "H", "H", "H", "H", "H", "H", "H", "H", "H", "H", "H", "H", "H", "H", "H", "H", "H", "H", "H", "H", "H", "H", "H", "H", "H", "H", "H", "H", "H", "C", "N", "C", "N", "C", "N", "C", "P", "C", "C", "H", "H", "H", "H", "H", "H", "H", "H", "H", "H", "H", "H", "H"],
  "xyz": [[-0.975238, 1.376959, -1.970107], [-0.965035, -0.664814, -1.634536], [0.460211, -1.092416, -1.164062], [0.385163, -2.705646, -0.729915], [-0.780578, -3.512570, -1.076641], [-1.390806, -4.117129, 0.188065], [-0.304274, -4.675731, 1.130669], [1.020145, -4.806142, 0.389453], [1.487737, -3.442873, -0.114866], [1.708355, -0.801183, -2.266559], [1.279427, -0.912348, -3.675581], [2.473002, -0.712972, -4.595890], [3.463532, -1.877135, -4.447303], [3.427001, -2.423744, -3.013180], [3.067205, -1.310004, -2.037201], [1.093055, -0.358966, 0.222869], [0.336514, -0.496798, 1.449589], [1.221137, -0.879956, 2.634198], [2.407416, 0.074234, 2.755086], [3.141133, 0.225675, 1.424043], [2.152130, 0.618982, 0.330586], [-0.500669, -4.296508, -1.789637], [-1.495814, -2.858451, -1.570418], [-2.104936, -4.895089, -0.090285], [-1.958997, -3.335051, 0.697197], [-0.603748, -5.641314, 1.539629], [-0.167518, -4.006674, 1.985445], [0.902823, -5.494412, -0.450210], [1.798387, -5.227557, 1.028190], [2.327027, -3.593280, -0.803477], [1.870035, -2.861515, 0.729200], [0.507068, -0.166314, -3.862974], [0.818628, -1.888991, -3.875412], [2.955553, 0.234627, -4.340804], [2.130297, -0.621538, -5.627140], [4.470926, -1.542484, -4.701330], [3.212343, -2.675409, -5.147596], [4.385768, -2.865774, -2.735495], [2.677354, -3.214722, -2.936143], [3.790088, -0.491566, -2.158652], [3.153581, -1.645220, -1.004154], [-0.468052, -1.216693, 1.288649], [-0.142636, 0.474718, 1.685104], [1.577562, -1.904353, 2.511624], [0.628436, -0.862324, 3.552930], [3.090946, -0.265674, 3.534917], [2.043281, 1.060997, 3.069262], [3.621787, -0.717920, 1.152606], [3.926980, 0.979938, 1.508683], [2.628787, 0.763812, -0.634385], [1.714121, 1.597372, 0.615952], [-2.642406, 4.711618, 2.780706], [-2.370378, 5.080805, 1.314288], [-3.725285, 5.164188, 0.596496], [-4.452266, 3.959179, 0.741819], [-4.660520, 3.655146, 2.154798], [-3.395918, 3.516638, 2.872105], [-2.639190, 2.334126, 2.449338], [-2.170754, 2.343789, 0.643482], [-1.469819, 4.077830, 0.657859], [-3.850063, 2.837414, 0.015317], [-3.194601, 5.551402, 3.205199], [-1.673727, 4.613055, 3.270684], [-1.928585, 6.000678, 1.287026], [-3.520207, 5.384110, -0.451320], [-4.259680, 5.996994, 1.056182], [-5.228498, 2.731320, 2.244544], [-5.235574, 4.464794, 2.608488], [-3.236225, 1.441521, 2.645570], [-1.736662, 2.245549, 3.058739], [-1.282513, 4.419660, -0.361508], [-0.519032, 4.086128, 1.194239], [-4.512143, 1.972707, 0.094092], [-3.792593, 3.083296, -1.048139]],
  "atomic_forces_ev_per_a": [[-0.049, -0.338, 0.025], [0.360, 0.282, -0.042], [-0.423, 0.409, 0.066], [0.100, 0.043, -0.071], [-0.154, 0.010, -0.009], [-0.014, 0.051, -0.022], [0.001, -0.009, -0.024], [-0.018, 0.023, 0.038], [0.129, -0.063, 0.036], [-0.216, -0.138, -0.054], [-0.028, 0.106, -0.049], [0.003, -0.031, 0.030], [0.009, 0.025, -0.007], [0.016, -0.006, 0.042], [0.127, 0.048, 0.070], [0.284, -0.455, 0.042], [-0.093, 0.031, 0.081], [-0.027, 0.027, 0.009], [0.033, -0.012, 0.035], [-0.037, 0.056, 0.001], [-0.108, 0.173, -0.025], [0.001, -0.011, 0.016], [0.019, -0.039, -0.012], [0.016, -0.018, -0.025], [-0.034, -0.016, 0.008], [-0.013, 0.010, 0.018], [0.022, 0.017, -0.002], [0.017, -0.018, -0.008], [-0.012, 0.011, 0.022], [-0.066, -0.018, -0.023], [0.050, -0.022, -0.044], [0.029, -0.040, 0.002], [-0.004, 0.002, -0.026], [0.001, 0.003, 0.000], [-0.003, -0.021, -0.002], [0.007, -0.001, 0.005], [0.000, 0.006, -0.017], [-0.005, -0.001, -0.011], [-0.014, -0.016, 0.026], [-0.009, -0.016, 0.024], [0.026, 0.023, -0.019], [0.033, -0.010, 0.068], [-0.014, -0.034, -0.021], [0.013, 0.006, -0.020], [-0.012, -0.011, 0.000], [-0.002, 0.010, 0.010], [-0.008, 0.007, -0.013], [-0.004, -0.023, -0.025], [0.006, 0.004, -0.012], [0.050, -0.066, -0.026], [-0.001, -0.005, -0.049], [0.017, 0.011, 0.097], [-0.022, 0.083, 0.027], [-0.074, 0.067, -0.060], [-0.081, 0.001, 0.012], [-0.016, 0.018, 0.007], [-0.016, -0.013, 0.029], [0.040, -0.083, 0.001], [0.093, 0.104, -0.069], [0.026, -0.046, 0.054], [-0.043, -0.075, -0.024], [0.021, 0.001, -0.022], [-0.008, 0.018, -0.024], [-0.011, -0.004, 0.006], [0.019, 0.010, 0.025], [0.030, -0.004, -0.003], [0.008, 0.003, -0.004], [0.004, -0.015, -0.004], [0.008, 0.016, -0.014], [-0.001, -0.008, -0.032], [-0.013, -0.009, 0.005], [-0.002, -0.025, -0.022], [0.021, 0.005, -0.018], [0.015, 0.001, 0.021]]
}

3.
{
  "formula": "C21H43CeN2P3Se",
  "method": "ωB97M-V with the def2-TZVPD basis set",
  "spin_multiplicity": 2,
  "lumo_ev": [-9.36, -9.30],
  "energy_ev": -131570.634,
  "gap_ev": [7.5, 7.6],
  "relative_energy_kcal_mol": 5.96,
  "charge": 3,
  "species": ["Ce", "P", "P", "P", "H", "C", "C", "H", "C", "C", "C", "C", "C", "C", "C", "C", "C", "H", "H", "H", "H", "H", "H", "H", "H", "H", "H", "H", "H", "H", "H", "H", "H", "H", "H", "H", "H", "H", "H", "H", "H", "H", "H", "H", "H", "H", "C", "C", "C", "C", "C", "C", "Se", "H", "H", "H", "H", "H", "H", "C", "C", "N", "C", "C", "N", "H", "H", "H", "H", "H", "H"],
  "xyz": [[-0.547011, -1.571877, -0.622293], [0.092263, 1.156223, 0.960998], [-2.797787, 0.326152, -0.433890], [2.630105, -0.431138, -0.581359], [-1.218534, -3.467608, -5.483567], [-0.527619, -4.075595, -4.875445], [-0.386798, -3.744062, -3.566450], [-1.064787, -2.962326, -3.211093], [0.256353, 2.741171, 0.018202], [-1.171665, 1.730169, 2.178999], [1.580043, 1.365541, 2.051485], [-3.553250, -0.482312, -1.894906], [-4.161050, 0.239524, 0.799794], [-2.995096, 2.094043, -0.921615], [3.281279, -1.337304, -2.035541], [3.946758, -0.821538, 0.660256], [3.268015, 1.244132, -1.070167], [-0.041804, -4.935376, -5.358378], [0.304637, -4.229119, -2.868168], [0.396641, 3.533640, 0.757644], [-0.626116, 2.981007, -0.574458], [1.098521, 2.741586, -0.675574], [-0.769739, 2.653647, 2.625947], [-1.340553, 0.982555, 2.965920], [-2.143036, 1.961801, 1.723289], [1.332883, 2.189068, 2.737862], [2.495307, 1.635538, 1.509935], [1.786990, 0.456706, 2.631092], [-4.586807, -0.114734, -1.915030], [-3.544218, -1.576867, -1.777267], [-3.031631, -0.215317, -2.824641], [-5.062741, 0.698497, 0.377908], [-3.880238, 0.759778, 1.718511], [-4.367070, -0.800906, 1.061972], [-4.058000, 2.294032, -1.106619], [-2.429168, 2.290493, -1.836771], [-2.645099, 2.779055, -0.143315], [4.327099, -1.012672, -2.132438], [2.743583, -1.117829, -2.968928], [3.232616, -2.418285, -1.847651], [4.923964, -0.843649, 0.161115], [3.757217, -1.800493, 1.114075], [3.997306, -0.089700, 1.476181], [4.277412, 1.142454, -1.487556], [3.304806, 1.915755, -0.205971], [2.612757, 1.649735, -1.846572], [-0.145025, 0.464607, -4.712655], [-0.968793, -0.529770, -5.249501], [-0.785306, -0.911303, -6.588124], [0.226310, -0.275797, -7.319480], [1.045842, 0.727230, -6.778918], [0.874128, 1.098875, -5.428260], [0.025662, 0.486105, -2.718889], [0.838216, -0.732343, -3.091545], [-1.628026, -1.089229, -4.585568], [-1.405671, -1.705030, -7.011967], [0.425030, -0.565813, -8.356800], [1.836896, 1.169973, -7.397072], [1.533603, 1.808438, -4.916753], [-0.037012, -1.276227, 3.910714], [-0.246741, -2.423702, 2.995546], [-0.212856, -2.413275, 1.644190], [-0.488194, -3.720113, 1.236644], [-0.694675, -4.489731, 2.345128], [-0.542664, -3.660080, 3.426882], [-0.928782, -1.132637, 4.553509], [0.131320, -0.362847, 3.325088], [0.850974, -1.461931, 4.546554], [-0.489066, -3.984258, 0.203370], [-0.919713, -5.536861, 2.425674], [-0.626696, -3.938576, 4.419311]],
  "atomic_forces_ev_per_a": [[0.932, 1.824, 1.046], [0.171, 0.723, 0.106], [-1.130, 0.501, -0.165], [0.995, 0.137, -0.337], [0.382, -0.634, 0.302], [-0.175, 0.436, 1.254], [0.041, -0.476, -1.389], [0.108, 0.203, 0.170], [-0.032, -0.186, -0.215], [-0.127, -0.042, 0.100], [-0.026, -0.211, 0.119], [-0.007, 0.037, 0.098], [0.308, -0.441, 0.086], [0.462, -0.040, -0.078], [0.125, -0.287, 0.090], [-0.307, -0.428, 0.252], [-0.599, -0.048, 0.012], [-0.013, 0.595, 0.337], [-0.328, -0.059, -0.306], [0.049, -0.013, -0.093], [0.040, -0.099, 0.150], [0.003, -0.093, 0.231], [-0.304, -0.332, -0.032], [0.012, 0.324, -0.196], [0.416, -0.040, 0.127], [0.239, -0.279, -0.131], [-0.473, -0.088, 0.117], [0.027, 0.331, -0.133], [0.101, -0.397, -0.350], [-0.284, 0.107, -0.124], [-0.225, -0.002, 0.256], [0.194, -0.111, 0.067], [-0.087, -0.026, -0.148], [-0.106, 0.067, -0.013], [0.211, -0.180, 0.013], [-0.116, 0.067, 0.062], [-0.165, -0.175, -0.165], [-0.254, -0.381, -0.236], [0.276, 0.008, 0.286], [0.181, 0.177, -0.150], [-0.262, 0.011, 0.040], [0.144, 0.100, -0.087], [-0.151, -0.106, -0.319], [-0.210, -0.113, 0.188], [0.005, -0.065, -0.386], [0.222, 0.157, 0.127], [-0.084, -0.505, -0.296], [0.465, -0.054, -0.150], [0.222, 0.632, 0.547], [0.164, 0.092, -0.447], [-0.413, -0.181, 0.618], [-0.132, -0.152, -0.098], [0.547, -0.324, -1.486], [-0.147, 0.464, 0.828], [-0.100, 0.245, -0.350], [0.287, 0.371, -0.005], [-0.237, 0.025, 0.413], [-0.415, -0.126, 0.399], [-0.240, -0.204, -0.426], [0.073, 0.263, 0.200], [-0.117, 0.244, -0.848], [-0.108, -0.029, 0.650], [-0.089, 0.386, 1.681], [-0.032, -0.218, -0.525], [0.065, -0.297, 0.096], [0.540, -0.066, -0.236], [-0.074, -0.521, 0.387], [-0.492, 0.162, -0.213], [0.000, -0.765, -0.549], [-0.016, -0.100, 0.128], [0.069, 0.204, -0.896]]
}